No. 1
ORCA calculation (ωB97M-V/def2-TZVPD) on one molecule with the formula C20H25NO3.

Structure (ORCA input):
```
! wB97M-V def2-TZVPD RIJCOSX def2/J DEFGRID3
* xyz 0 1
C 2.774 1.473 4.061
H -1.555 -1.529 -4.436
C 3.688 3.776 4.342
O 0.188 -0.849 1.765
C -1.538 -1.070 -3.459
O -3.841 -0.290 -3.635
H 2.731 -2.654 -2.563
H 4.054 3.781 3.318
C -2.656 -0.421 -2.973
H -0.470 0.527 3.764
H 1.522 -2.158 0.872
C -3.954 -0.856 -4.915
N 2.101 -1.162 -1.271
H -4.967 -0.633 -5.246
H -4.776 1.739 0.146
H 4.335 4.409 4.946
C 3.271 0.773 2.972
H -3.577 0.588 0.789
O -3.753 0.774 -1.271
H 4.683 1.948 4.890
H 2.507 -0.413 -1.825
C 1.413 1.380 4.333
H 1.151 0.330 -0.196
C 1.792 -2.275 -2.151
H 2.882 -0.531 1.334
H -3.043 2.151 0.111
H 1.000 1.917 5.175
C 0.624 -1.574 0.641
C 0.915 -0.668 -0.586
H 1.355 -1.203 -3.971
C 3.667 2.349 4.892
C 1.095 -0.100 2.460
H -3.239 -0.413 -5.617
C 0.835 -1.872 -3.275
H 2.685 4.197 4.348
C -1.441 0.079 -0.953
H 1.340 -3.063 -1.543
C -3.772 1.338 0.016
H -1.377 0.508 0.034
H -3.812 -1.942 -4.892
H -0.198 -2.260 0.420
C -0.365 -1.160 -2.710
C 0.584 0.607 3.549
H 3.311 2.367 5.924
C 2.452 -0.007 2.173
H 4.325 0.832 2.739
C -2.608 0.162 -1.686
C -0.317 -0.575 -1.458
H 0.520 -2.752 -3.839
*
```

Summary:
strongest force on any atom = 0.47 eV/A
HOMO = -7.795 eV
Kohn-Sham gap = 8.6 eV


No. 2
ORCA calculation (ωB97M-V/def2-TZVPD) on C22H10Br4N3O2Sn as an isolated structure in a non-equilibrium geometry.

Structure (ORCA input):
```
! wB97M-V def2-TZVPD RIJCOSX def2/J DEFGRID3
* xyz 1 1
H -21.999 -0.246 -0.434
H -20.815 -2.427 0.613
Br -15.768 6.723 1.792
Sn -20.432 1.722 4.142
C -21.356 -0.380 0.454
N -20.462 0.414 2.431
C -17.076 4.431 2.870
Br -17.426 8.494 4.219
H -17.225 -3.285 3.488
H -17.033 -1.311 7.175
C -18.004 0.241 5.883
C -19.180 -7.370 3.025
H -17.494 1.182 6.133
C -16.886 5.831 3.032
H -18.618 -3.082 5.813
C -17.715 6.613 3.914
C -18.786 5.976 4.547
Br -20.306 7.017 5.022
C -21.029 0.777 1.187
C -20.294 -0.988 2.344
O -18.709 2.645 3.048
C -18.511 -1.981 5.672
H -17.172 -5.667 2.755
N -19.302 -8.502 3.215
C -18.182 -3.859 3.222
C -20.472 -5.329 2.585
C -20.554 -3.935 2.752
C -19.424 -3.196 3.047
H -21.057 1.829 0.884
C -19.221 -5.968 2.708
C -20.792 -1.437 1.079
H -21.585 -3.483 2.638
C -18.190 3.797 3.434
O -19.626 3.856 5.377
C -19.110 -1.228 4.585
H -21.362 -5.975 2.420
C -18.118 -5.169 2.897
C -17.769 -1.043 6.413
N -18.808 0.115 4.745
Br -15.987 3.338 1.824
C -19.549 -1.752 3.310
C -18.960 4.534 4.528
*
```

Summary:
strongest force on any atom = 4.63 eV/A
HOMO (spin up / spin down) = -10.623 / -10.623 eV
Kohn-Sham gap (spin up / spin down) = 3.9 / 3.9 eV


No. 3
ORCA calculation (ωB97M-V/def2-TZVPD) on C4H8N2S2 as an isolated structure in a non-equilibrium geometry.

Structure (ORCA input):
```
! wB97M-V def2-TZVPD RIJCOSX def2/J DEFGRID3
* xyz 0 1
H -2.890 0.560 -0.448
C -1.911 1.189 -0.818
H 0.056 -0.043 1.739
H 3.863 -1.433 -0.176
S 0.957 -1.521 -0.483
H -2.275 2.185 -1.161
C 3.319 -0.466 0.076
H -1.605 0.582 -1.651
N 1.965 -0.158 -0.070
H 0.038 1.401 -0.207
C -0.770 -0.015 1.020
S -1.540 -2.561 0.003
H -1.754 -0.038 1.425
C -0.582 -1.275 0.194
N -0.795 1.213 0.281
H 3.925 0.380 0.276
*
```

Summary:
strongest force on any atom = 5.55 eV/A
HOMO = -8.577 eV
Kohn-Sham gap = 8.1 eV


No. 4
ORCA calculation (ωB97M-V/def2-TZVPD) on one molecule with the formula C3H5NO in a non-equilibrium geometry.

Structure (ORCA input):
```
! wB97M-V def2-TZVPD RIJCOSX def2/J DEFGRID3
* xyz 0 1
O -0.478 0.372 -0.908
C -1.122 0.710 0.326
C 1.464 -0.355 0.382
H 0.065 -1.584 -0.523
H 1.136 -0.672 -1.606
C 0.493 -0.588 -0.724
H -2.193 0.814 0.135
H -0.937 -0.056 1.044
H -0.725 1.665 0.689
N 2.297 -0.307 1.184
*
```

Summary:
strongest force on any atom = 1.22 eV/A
HOMO = -10.786 eV
Kohn-Sham gap = 11.6 eV


No. 5
ORCA calculation (ωB97M-V/def2-TZVPD) on CH3Cl2FSi as an isolated structure in a non-equilibrium geometry.

Structure (ORCA input):
```
! wB97M-V def2-TZVPD RIJCOSX def2/J DEFGRID3
* xyz 0 1
F -0.211 1.209 1.783
H -0.458 0.854 0.878
C -0.383 0.296 -0.447
Cl -0.469 1.805 -3.338
Si 0.452 1.273 -1.683
Cl 2.144 2.342 -1.796
H -1.289 -0.142 -0.869
H 0.234 -0.293 0.128
*
```

Summary:
strongest force on any atom = 4.58 eV/A
HOMO = -9.544 eV
Kohn-Sham gap = 9.0 eV


No. 6
ORCA calculation (ωB97M-V/def2-TZVPD) on C8H21LiNO5 as an isolated structure in a non-equilibrium geometry.

Structure (ORCA input):
```
! wB97M-V def2-TZVPD RIJCOSX def2/J DEFGRID3
* xyz -1 1
H 0.672 -2.698 3.853
H -0.992 0.129 2.369
H -1.640 -2.433 -1.715
H 0.081 1.915 1.380
H -2.087 1.072 1.503
Li -0.961 1.182 -1.206
C 2.358 0.783 -3.097
C 1.156 0.372 0.648
H 3.019 -0.121 -3.159
H 0.657 -0.412 -3.796
H -2.817 -1.338 -2.453
H -0.875 -1.595 0.566
H 1.451 0.573 2.691
O 1.049 -1.437 2.259
C -1.220 0.420 1.333
H 2.764 -0.302 1.925
H 0.794 -0.305 -2.057
H 0.737 -0.976 4.250
O -1.887 2.852 -0.833
H 1.908 1.096 0.325
H 2.691 1.081 -2.053
H 1.092 -0.385 -0.134
O -1.971 -0.587 -0.771
O -0.193 1.236 -3.028
H 2.228 -1.933 3.869
H -3.205 -2.240 -0.990
C 0.862 0.330 -2.989
C -2.409 -1.679 -1.505
H -2.236 2.886 0.066
H -2.533 -1.212 1.130
O 2.648 1.743 -4.004
H -2.250 3.626 -1.274
C -1.653 -0.825 0.598
N -0.088 1.154 0.728
C 1.675 -0.214 1.948
C 1.175 -1.758 3.623
*
```

Summary:
strongest force on any atom = 2.01 eV/A
HOMO = -0.896 eV
Kohn-Sham gap = 2.7 eV


No. 7
ORCA calculation (ωB97M-V/def2-TZVPD) on a 2-piece molecular cluster, C3H12N3OP overall in a non-equilibrium geometry.

Structure (ORCA input):
```
! wB97M-V def2-TZVPD RIJCOSX def2/J DEFGRID3
* xyz 0 1
C 1.639 -0.223 0.153
H 1.154 -3.142 -0.433
C -1.165 1.137 2.087
H 0.242 0.297 -3.370
H -0.538 1.466 0.113
H 1.834 0.727 -0.081
H -1.605 1.730 2.770
P -0.780 -0.305 -1.530
O -1.090 -1.357 -2.565
H 0.883 -2.276 1.237
H -0.469 -2.274 -0.029
H -1.604 2.617 0.627
N -0.896 1.951 0.891
H -0.181 0.931 2.419
H 2.207 -0.521 1.001
H 0.639 1.508 -2.239
H -1.695 0.110 1.905
N 0.773 -0.900 -0.495
C 0.594 -2.231 0.045
N 0.057 0.754 -2.507
*
```

Summary:
strongest force on any atom = 4.91 eV/A
HOMO (spin up / spin down) = -8.133 / -8.134 eV
Kohn-Sham gap (spin up / spin down) = 7.7 / 7.7 eV


No. 8
ORCA calculation (ωB97M-V/def2-TZVPD) on C23H22N2NaO as an isolated structure in a non-equilibrium geometry.

Structure (ORCA input):
```
! wB97M-V def2-TZVPD RIJCOSX def2/J DEFGRID3
* xyz -1 1
H -3.714 1.392 0.271
C -0.915 0.419 0.881
H -4.834 -0.427 3.237
C -3.292 -2.549 1.067
C -2.003 -0.540 1.392
H 1.575 1.735 -3.908
C -0.379 0.971 -4.377
C -4.254 -2.076 1.962
H 0.446 -1.177 0.098
C -2.969 1.253 -0.500
C -3.230 0.815 -1.785
H 1.197 1.666 -1.387
C -1.964 0.900 -2.548
C -0.923 1.267 -1.642
N 2.982 -1.493 1.431
H -4.215 0.593 -2.273
H 1.526 -2.868 0.754
H 5.257 2.026 1.160
H -5.125 -2.686 2.203
H 3.541 2.350 0.654
C -4.081 -0.821 2.564
C 4.995 -0.658 1.178
H 2.364 -3.272 2.281
C 0.352 -0.220 0.640
H -2.475 0.384 -4.565
H -3.425 -3.500 0.544
H -1.372 -2.178 0.117
H 4.708 -2.776 1.708
C -2.946 -0.067 2.294
C 0.368 1.482 -2.096
H -1.108 2.331 0.298
C 1.922 -2.452 1.698
H -2.821 0.928 2.732
C -2.122 -1.804 0.819
C 2.811 -0.211 1.043
C 0.599 1.452 -3.491
H 4.758 1.694 -0.519
C 1.552 0.516 0.900
H -0.776 1.199 1.721
C -1.661 0.703 -3.902
C 4.413 1.681 0.538
C -1.490 1.422 -0.253
H 1.097 -1.998 2.276
N 4.052 0.330 0.943
H 6.052 -0.465 1.115
H -0.122 0.764 -5.418
Na -0.225 3.971 -4.324
C 4.334 -1.790 1.482
O 1.538 1.785 0.988
*
```

Summary:
strongest force on any atom = 3.62 eV/A
HOMO = -0.013 eV
Kohn-Sham gap = 1.8 eV


No. 9
ORCA calculation (ωB97M-V/def2-TZVPD) on C34H53MnN4OP2 as an isolated structure in a non-equilibrium geometry.

Structure (ORCA input):
```
! wB97M-V def2-TZVPD RIJCOSX def2/J DEFGRID3
* xyz 3 4
H 3.286 2.602 -0.830
C -2.601 -3.349 1.235
P -1.798 -0.692 1.616
C -0.539 -0.048 -3.978
C 2.113 3.538 1.694
C -3.180 0.786 3.612
H 5.146 0.074 -2.562
C 1.639 0.975 -4.588
H -1.435 -3.911 3.444
C -2.446 -2.317 2.366
H 0.873 1.441 -5.228
C 1.385 5.803 0.194
H 3.953 -1.226 -2.752
H -2.139 2.833 2.770
C -1.500 2.069 2.296
H -1.173 -5.451 -0.103
H -3.592 -1.102 0.004
C -1.718 2.843 -2.040
C -1.361 -2.817 3.344
P 1.374 0.200 -1.870
C -0.722 0.355 3.959
H -0.903 0.987 -4.016
C 2.566 4.804 2.081
C 1.014 2.028 0.072
C 1.349 3.404 0.525
C -1.810 0.681 2.920
N -1.472 0.826 -0.827
N 0.993 -2.471 0.528
C 4.085 -0.137 -2.772
H -3.995 0.955 2.895
Mn 0.231 -0.640 0.203
C -3.099 2.790 -1.826
H -0.452 2.348 2.472
H 2.373 0.519 -5.263
C -0.135 -5.675 -0.413
H 3.183 2.597 -2.616
H -1.678 2.113 1.214
N 1.001 0.996 0.832
H 2.758 -5.595 1.142
C 3.255 0.573 -1.693
H 1.460 -6.821 1.104
H 0.318 4.420 -1.083
C 1.504 -1.535 -3.942
H 0.257 0.192 3.480
H -4.051 0.197 1.107
C 2.194 5.931 1.331
H -3.147 1.648 4.294
H 1.004 2.643 -2.098
H -1.137 -0.613 -3.260
H -0.637 1.216 4.643
H -3.685 -1.946 4.145
C 0.977 -0.097 -3.690
H -1.490 -2.394 4.349
H -4.330 -3.145 3.023
C 3.696 0.014 -0.328
C -0.917 1.850 -1.485
H -1.638 -3.541 0.743
H -3.407 -0.093 4.224
H 1.082 6.674 -0.389
H -4.468 -1.435 2.611
C -3.636 1.751 -1.079
C -3.216 -0.203 0.515
C 0.600 1.866 -1.440
H -0.697 -0.498 -4.975
C 3.597 2.077 -1.742
H -1.244 3.634 -2.619
H 4.761 0.245 -0.177
H -0.339 -2.589 3.000
C -3.806 -2.177 3.077
H -4.698 1.633 -0.882
H 3.142 0.464 0.505
C 0.956 4.540 -0.207
H 1.602 -2.120 -3.012
H 3.882 0.243 -3.779
C -2.773 0.815 -0.514
O -1.412 -2.331 -1.602
H 1.465 -5.576 2.390
H 4.694 2.161 -1.809
H -2.955 -4.292 1.688
H 0.807 -2.085 -4.587
C 1.691 -5.776 1.331
H 3.548 -1.075 -0.274
C -0.763 -1.571 -0.981
H 3.205 4.904 2.963
H -0.018 -5.387 -1.472
H 2.482 -1.520 -4.434
C 0.865 -3.653 0.470
H 0.057 -6.752 -0.296
H -0.973 -0.522 4.569
N 0.842 -4.949 0.442
H 2.355 2.638 2.269
H 2.534 6.922 1.636
H -3.741 3.562 -2.236
H -3.349 -3.052 0.482
H 2.119 1.797 -4.040
*
```

Summary:
strongest force on any atom = 7.09 eV/A
⟨S²⟩ = 3.8146
HOMO (spin up / spin down) = -16.546 / -17.013 eV
Kohn-Sham gap (spin up / spin down) = 7.5 / 4.3 eV


No. 10
ORCA calculation (ωB97M-V/def2-TZVPD) on C12H32F2O4Zn as an isolated structure in a non-equilibrium geometry.

Structure (ORCA input):
```
! wB97M-V def2-TZVPD RIJCOSX def2/J DEFGRID3
* xyz 0 1
C -1.203 -1.844 -3.768
H 2.294 0.777 3.031
H 0.290 3.012 4.454
H 3.867 -2.775 1.978
H 2.529 1.872 1.714
H -5.260 0.760 -0.510
H -2.615 2.065 1.776
C 3.062 -2.414 -0.748
H 1.580 -1.525 -3.961
H 0.319 2.860 1.966
H -1.242 2.446 3.719
H -0.588 -2.719 -3.978
H -2.085 1.450 -1.081
H 0.083 0.119 2.669
O 0.083 -1.030 -1.878
H -0.063 1.321 4.560
C 3.373 -1.826 1.771
O -2.049 0.800 -0.376
H 2.527 2.488 3.239
H -3.439 2.857 0.449
H 2.345 -2.591 -1.550
H 3.588 -3.357 -0.599
H -3.471 -0.106 0.848
H 1.565 -2.586 0.838
O -0.042 0.785 1.990
H 1.537 0.233 -3.522
F 0.642 1.845 -0.741
C 0.525 1.980 2.576
C -4.272 0.841 -0.962
C 2.440 -1.997 0.563
O 1.843 -0.701 0.320
H -1.657 -1.601 -4.729
Zn -0.139 0.097 0.014
H 4.236 -1.188 1.576
H 3.780 -1.656 -1.061
C 1.984 1.750 2.650
H 2.565 -0.086 0.167
H -4.430 1.872 1.590
C -0.271 -0.719 -3.227
H -1.957 -2.205 -3.069
H 0.167 -1.986 -1.859
C -0.202 2.196 3.925
H 0.873 -0.359 -5.056
C -3.464 1.981 1.098
H 2.914 -1.494 2.702
C -3.305 0.770 0.222
H -4.156 1.723 -1.591
C 1.014 -0.594 -4.001
H -0.868 0.189 -3.145
H -4.323 0.002 -1.656
F -0.920 -1.734 0.665
*
```

Summary:
strongest force on any atom = 2.38 eV/A
HOMO = -9.548 eV
Kohn-Sham gap = 10.2 eV


No. 11
ORCA calculation (ωB97M-V/def2-TZVPD) on C27H47Cl5N2O4S2SiV as an isolated structure.

Structure (ORCA input):
```
! wB97M-V def2-TZVPD RIJCOSX def2/J DEFGRID3
* xyz -2 4
C -1.925 -1.561 3.068
S -0.038 -0.299 0.219
C 2.600 4.207 2.319
H -4.521 -4.005 -2.015
C -3.891 -2.443 -0.676
H -3.636 -3.704 1.059
C -0.992 3.037 -5.384
C -1.463 2.101 -3.230
H -0.909 -4.858 3.042
H -0.140 6.056 0.574
H -5.867 -1.995 -1.444
C -0.278 2.559 -2.650
H 1.565 4.553 2.275
V -0.143 2.175 -0.605
H 3.660 2.646 3.450
H -0.680 5.825 -1.092
H 0.995 5.479 -0.662
H 4.299 3.344 -1.382
H 0.870 -5.920 -0.851
H -2.920 -4.285 -1.298
H 5.140 4.364 0.632
H -4.562 -1.021 -2.158
H 2.085 3.073 4.063
H 0.507 -2.286 4.126
C 0.035 -5.215 -0.788
H 5.390 2.214 -0.571
C 2.644 2.902 3.138
H 3.285 -0.473 2.056
H -0.636 2.867 2.420
H 3.167 4.962 2.883
C 3.338 0.558 1.698
H 0.927 -3.054 -3.329
H 4.229 1.000 2.148
H -0.636 4.616 2.710
H -1.899 -1.422 4.152
C -1.220 3.785 2.278
C -1.035 -2.735 2.671
S 1.896 1.437 2.370
H -0.816 -5.641 -1.326
C 0.212 3.509 -4.868
O -1.545 4.008 0.937
Cl -3.344 1.692 -5.161
H 1.036 -3.327 2.790
H -5.115 -0.675 -0.521
H 4.714 2.972 1.607
H -4.687 -2.303 1.328
O -2.746 -1.655 -0.373
H 1.903 -2.328 -1.124
H -0.236 -4.384 -3.388
Si -1.163 -1.982 -0.054
H -1.587 -0.640 2.590
C 1.670 -3.314 -0.725
C -3.587 -3.526 -1.706
H -0.244 -5.082 0.257
Cl 1.287 4.408 -5.906
H -2.153 3.694 2.845
C -4.927 -1.476 -1.238
C 0.668 -4.021 -2.897
H 2.687 -0.163 -0.204
H -5.290 -3.695 0.409
H 0.788 -1.585 2.520
C -0.035 5.401 -0.305
N 3.333 1.743 -0.531
H 1.523 -3.213 0.352
Cl -1.435 3.344 -7.043
N 3.070 4.148 0.956
Cl 2.089 3.831 -2.937
H 2.375 3.630 0.416
C -1.520 -4.009 3.357
C -4.410 -3.079 0.612
H -3.105 -3.091 -2.581
Cl -2.522 1.184 -2.166
C 3.467 0.499 0.167
C -0.394 3.978 0.022
H 4.443 0.016 -0.039
C 0.535 3.255 -3.542
H -1.453 -3.915 4.444
C -1.840 2.314 -4.544
H 2.518 -3.981 -0.902
O -0.684 -2.983 -1.284
C 0.418 -2.463 3.050
H -2.558 -4.211 3.088
C 4.383 3.577 0.753
H 1.482 -4.725 -3.091
O -1.121 -3.005 1.272
C 4.401 2.703 -0.505
C 0.420 -3.870 -1.400
H 2.812 1.705 -1.391
H -2.956 -1.753 2.766
*
```

Summary:
strongest force on any atom = 0.53 eV/A
⟨S²⟩ = 3.9549
HOMO (spin up / spin down) = 0.491 / 0.375 eV
Kohn-Sham gap (spin up / spin down) = 3.7 / 3.8 eV


No. 12
ORCA calculation (ωB97M-V/def2-TZVPD) on a 2-piece molecular cluster, C4H12N2S overall in a non-equilibrium geometry.

Structure (ORCA input):
```
! wB97M-V def2-TZVPD RIJCOSX def2/J DEFGRID3
* xyz 0 1
H 0.474 0.571 -2.428
H 2.458 0.345 -1.528
C -0.820 0.414 0.569
H 1.893 1.320 -0.163
H -1.164 -1.431 1.699
N -0.634 0.866 -0.760
C 1.803 0.359 -0.658
N -2.335 -1.355 -0.032
H -0.145 -1.560 0.281
H 0.161 -0.887 -1.513
S 2.173 -0.918 0.428
C -1.107 -1.120 0.653
H -2.353 -0.921 -0.948
H -2.675 -2.295 -0.053
H -1.679 0.923 1.001
H 1.448 2.489 1.680
C 0.341 0.195 -1.412
H 0.070 0.679 1.162
H 2.090 2.326 2.025
*
```

Summary:
strongest force on any atom = 2.19 eV/A
HOMO = -8.395 eV
Kohn-Sham gap = 6.0 eV